No. 1
DFT (ωB97M-V/def2-TZVPD) results for the molecule C7H6ClI2NO2 at a distorted geometry.

Properties
SMILES string ... CC(=O)O[C@@]1(Cl)N=CC(I)=C[C@H]1I
Energy relative to the best compared isomer or geometry (same formula, charge and spin) ... 0.012 eV
Highest occupied orbital energy ... -9.592 eV
2S+1 ... 1
HOMO-LUMO gap ... 8.434 eV

Each line ends with the Mulliken charge.
Geometry (Å):
C -2.315552 -0.205135 -1.180555  -0.4412
C -1.732180 1.228233 0.707461  -0.4315
C -2.706388 0.635758 -0.228630  0.0566
C 2.087372 -0.557104 0.948337  0.6195
C -0.874264 -0.472964 -1.213561  -0.9940
C -0.325741 -0.536586 0.142957  0.8075
C 3.380646 0.060416 0.432045  -0.8999
N -0.633980 0.673897 0.972409  -0.4856
O 1.952230 -1.005825 2.064430  -0.5370
O 1.161953 -0.522523 -0.012506  -0.1745
Cl -0.934433 -1.987237 0.993084  -0.1226
I -4.619762 1.236670 0.407255  0.1284
I 0.346197 0.757421 -2.668243  0.0946
H -3.040271 -0.493403 -1.901786  0.4949
H -1.984665 1.987467 1.410064  0.4584
H -0.797812 -1.524087 -1.553951  0.6125
H 3.888180 0.698294 1.119380  0.3236
H 2.991893 0.643803 -0.388101  0.2431
H 4.156577 -0.617094 -0.050089  0.2472

Atoms 1-2, force components in eV/Å:
-0.62 2.09 0.58
-0.05 -1.36 0.30

No. 2
DFT (ωB97M-V/def2-TZVPD) results for a structure of composition C56H48DyN2O6P3 at a distorted geometry.

Properties
Highest occupied orbital energy (spin up / spin down) ... -5.808 / -5.817 eV
2S+1 ... 6
Expectation value of S² ... 9.33
HOMO-LUMO gap (spin up / spin down) ... 5.585 / 5.596 eV

Each line ends with the Löwdin spin population.
Geometry (Å):
Dy 1.373631 0.087420 0.662040  5.0615
C 2.759415 3.794783 2.895174  0.0002
C 2.916463 2.390603 2.350414  0.0001
O 1.845995 1.821920 1.913600  -0.0067
C 4.193724 1.847339 2.252035  0.0006
C 4.623865 0.621319 1.788473  0.0001
C 6.023371 0.167857 1.928301  -0.0001
N 3.769621 -0.274139 1.191585  -0.0099
N 4.354156 -1.400372 0.754014  0.0000
C 3.506842 -2.215359 0.110937  -0.0009
O 2.326755 -1.828438 -0.263981  -0.0059
C 3.980225 -3.445342 -0.429543  -0.0001
C 5.028681 -4.135952 0.184987  -0.0001
C 5.488579 -5.318815 -0.426050  0.0000
C 4.804316 -5.908701 -1.480536  -0.0001
C 3.785124 -5.154310 -2.123064  0.0000
C 3.394580 -3.926460 -1.621421  0.0000
H 1.777763 4.201099 2.557505  0.0000
H 3.594019 4.444666 2.553920  0.0000
H 2.796094 3.845002 3.985351  0.0000
H 4.982003 2.369147 2.889984  0.0000
H 6.351155 -0.243864 0.924632  0.0000
H 6.079354 -0.529141 2.760736  0.0000
H 6.588116 1.066020 2.310623  0.0000
H 5.539196 -3.733699 1.038877  0.0000
H 6.401160 -5.792466 -0.161431  0.0000
H 5.061438 -6.950146 -1.735084  0.0000
H 3.389397 -5.468706 -3.074253  0.0000
H 2.643483 -3.366580 -2.164105  0.0000
O -0.404742 -1.244561 -0.133942  -0.0109
P -1.329499 -2.323192 0.427418  -0.0005
C -1.149498 -2.766570 2.216906  0.0002
P -0.235954 -1.613063 3.301095  -0.0004
O 0.991474 -1.067714 2.623135  -0.0095
C 0.205434 -2.701007 4.695799  0.0000
C -0.264675 -2.517301 6.007386  -0.0001
C 0.026050 -3.449131 6.976272  0.0000
C 0.780386 -4.591640 6.671289  -0.0001
C 1.234711 -4.777578 5.327883  0.0000
C 0.969334 -3.826102 4.348233  -0.0001
C -1.399826 -0.367925 3.853359  0.0001
C -2.696248 -0.768640 4.315270  0.0000
C -3.552989 0.104435 4.907829  0.0000
C -3.186284 1.472990 5.121256  0.0000
C -1.964955 1.872250 4.581973  0.0000
C -1.095251 0.966656 3.899193  0.0000
C -3.006506 -1.519638 0.410880  -0.0002
C -3.216757 -0.375425 -0.293905  0.0000
C -4.424648 0.250937 -0.282889  0.0000
C -5.522884 -0.232382 0.555977  0.0000
C -5.235115 -1.370803 1.292741  0.0000
C -4.055100 -2.084174 1.135026  0.0000
C -1.387784 -3.923470 -0.390550  0.0000
C -2.589809 -4.462204 -0.853343  0.0000
C -2.540071 -5.796390 -1.270258  0.0000
C -1.384652 -6.545616 -1.396714  0.0000
C -0.251572 -6.026190 -0.846149  0.0000
C -0.245661 -4.747534 -0.358644  0.0000
H -0.665960 -3.752195 2.256184  0.0000
H -2.149096 -3.009661 2.610051  0.0000
H -0.904385 -1.688005 6.252798  0.0000
H -0.346367 -3.231361 7.990661  0.0000
H 1.044060 -5.298852 7.427107  0.0000
H 1.761861 -5.692547 5.000686  0.0000
H 1.393784 -3.907277 3.331978  0.0000
H -3.020386 -1.844694 4.213550  0.0000
H -4.545182 -0.270279 5.160715  0.0000
H -3.883149 2.188411 5.572460  0.0000
H -1.618966 2.927714 4.642581  0.0000
H -0.221058 1.412693 3.424489  0.0000
H -2.407166 0.152432 -0.747366  0.0000
H -4.429543 1.066359 -0.996443  0.0000
H -6.545004 0.160113 0.405814  0.0000
H -5.995867 -1.855750 1.981096  0.0000
H -3.902615 -3.078018 1.580077  0.0000
H -3.524136 -3.903963 -0.877372  0.0000
H -3.524116 -6.228377 -1.556136  0.0000
H -1.326327 -7.529250 -1.917368  0.0000
H 0.649799 -6.642189 -0.702161  0.0000
H 0.701954 -4.278733 -0.007308  0.0000
O 1.894272 1.114442 -1.227706  -0.0061
C 0.936572 1.969410 -1.292162  -0.0017
O -0.072181 1.940399 -0.544239  -0.0090
C 1.185455 3.082722 -2.269389  -0.0003
C 2.565906 3.408955 -2.550107  0.0000
C 2.990826 4.489048 -3.317110  0.0000
C 1.976721 5.294294 -3.840546  0.0000
C 0.686938 4.878957 -3.832912  0.0000
C 0.255218 3.862703 -2.981308  0.0000
P -1.621600 3.585771 -2.926988  -0.0001
C -2.108763 5.298536 -3.209698  0.0000
C -3.058652 5.669519 -4.156391  0.0000
C -3.206345 6.991291 -4.508999  0.0000
C -2.609489 8.025993 -3.784494  0.0000
C -1.713632 7.713705 -2.818947  0.0000
C -1.516001 6.341749 -2.501757  0.0000
C -1.948495 2.916760 -4.545289  0.0000
C -1.800182 3.588030 -5.771361  0.0000
C -2.002916 2.918300 -6.968903  0.0000
C -2.182608 1.523786 -6.957651  0.0000
C -2.276741 0.857931 -5.732748  0.0000
C -2.162544 1.535855 -4.521343  0.0000
H 3.272708 2.792647 -1.890851  0.0000
H 4.050662 4.691059 -3.474753  0.0000
H 2.226639 6.194522 -4.379028  0.0000
H -0.018795 5.353291 -4.506882  0.0000
H -3.693599 4.962111 -4.641987  0.0000
H -3.838947 7.202307 -5.373315  0.0000
H -2.794834 9.063303 -4.112054  0.0000
H -1.127735 8.509549 -2.292514  0.0000
H -0.811759 6.128022 -1.670398  0.0000
H -1.612721 4.702428 -5.756798  0.0000
H -1.859020 3.401255 -7.933666  0.0000
H -2.185011 0.975824 -7.908886  0.0000
H -2.574800 -0.219223 -5.680135  0.0000
H -2.232136 1.004470 -3.580994  0.0000

Atoms 1-2, force components in eV/Å:
1.15 -0.89 -0.56
-0.14 0.62 -0.24

No. 3
DFT (ωB97M-V/def2-TZVPD) results for a structure of composition C17H29BaCl2NO5P2S2 at a distorted geometry.

Properties
Net charge ... +2
Highest occupied orbital energy ... -13.740 eV
2S+1 ... 1
HOMO-LUMO gap ... 6.033 eV

Each line ends with the Mulliken charge.
Geometry (Å):
C 5.099834 -1.070870 2.684534  -1.1219
C 4.311305 0.187351 2.173962  -0.7325
C 3.393874 -0.156244 0.946580  -0.4411
C 2.050886 -0.792469 1.400294  -0.1030
O 0.824069 -0.146826 0.970891  -0.7959
C 0.592062 -0.148843 -0.459760  -0.6402
C 0.741905 -1.556257 -1.206512  0.0403
C 0.070940 -2.852434 -0.469969  -1.3241
O 0.534254 -1.552430 -2.602921  -0.4194
S -0.725263 -0.684900 -3.152229  1.5744
O -1.918383 -1.470805 -3.058654  -0.6026
O -0.488551 -0.382908 -4.520095  -0.6502
C -0.835300 0.961738 -2.302667  0.4738
O -2.088416 1.514449 -2.708762  -0.3060
C -2.096197 2.819201 -2.830565  0.4867
N -2.035413 3.934572 -2.910378  -0.3730
P 0.544034 2.047436 -3.042197  0.0403
S 2.220032 1.093092 -3.396816  -0.2518
C -0.705151 0.713457 -0.751764  0.7299
C -0.886869 2.050161 0.018654  -0.7841
Cl -2.583364 2.564482 0.331573  -0.0210
C 0.015979 2.938021 0.459285  0.2650
C 1.519649 2.759058 0.276635  -0.9026
Cl -0.452539 4.412908 1.301224  -0.1182
P -2.142057 -0.391325 -0.052612  -0.1803
C -2.205951 -0.375385 1.825755  0.9079
C -3.518369 -0.888105 2.482015  -1.4596
C -3.762510 -0.278479 -0.880460  -0.2515
C -4.596999 -1.604613 -0.583864  -0.9884
H 4.582368 -1.599064 3.509995  0.2629
H 5.248788 -1.806563 1.868554  0.3119
H 6.103697 -0.797933 3.047155  0.3709
H 5.072447 0.908794 1.826517  0.4343
H 3.738670 0.619038 3.016481  0.4114
H 3.297842 0.701786 0.264492  0.2420
H 3.955689 -0.929698 0.382447  0.5914
H 2.129079 -1.939783 1.151099  0.0698
H 2.055368 -0.743316 2.579883  0.3844
H 1.437606 0.438819 -0.884585  0.2224
H 1.829647 -1.788666 -1.125199  0.3777
H 0.728309 -3.745434 -0.498978  0.2225
H -0.165307 -2.566392 0.606337  0.0696
H -0.904742 -3.058434 -0.943461  0.4082
H 0.159948 2.554583 -4.316392  0.2784
H 0.733187 3.201358 -2.231605  0.2626
H 1.872783 2.452055 -0.719905  0.1724
H 1.884674 2.105139 1.092099  -0.0513
H 2.003132 3.735863 0.478886  0.5762
H -1.996482 0.627741 2.263131  0.3550
H -1.362588 -1.035630 2.207182  -0.7978
H -3.384565 -0.942698 3.579447  0.4139
H -3.662767 -1.941163 2.161002  0.3929
H -4.420630 -0.322946 2.210680  0.3299
H -4.377360 0.544673 -0.459881  0.5840
H -3.796839 -0.157960 -1.970376  0.5500
H -3.907188 -2.292958 -0.045161  0.1907
H -4.870391 -2.128074 -1.511191  0.3099
H -5.437332 -1.427357 0.102243  0.2964
Ba 0.522208 -2.108086 2.266110  1.7066

Atoms 1-2, force components in eV/Å:
-0.34 -0.07 -0.16
0.55 -0.67 -0.23

| no. | E (a.u.) |
| --- | --- |
| 1 | -1531.098036 |
| 2 | -4632.999421 |
| 3 | -3520.110265 |